Entry from OMol25: a 4-piece molecular cluster, C5H10N2O3S overall at a distorted geometry (ωB97M-V with the def2-TZVPD basis set).

Results
Relative energy (zero: lowest compared OMol25 entry of this formula, charge and spin) ... 1080.6 kJ/mol

Atoms and positions in Å:
C  -2.5629  0.5033  0.0611
C  -1.5495  -0.0584  -0.7974
C  0.9654  -0.6227  -0.8170
C  1.6232  -1.2863  0.2688
C  1.8766  0.6055  -1.2995
H  -1.3597  -0.1969  1.6169
H  -3.5021  0.7734  2.2907
H  -3.3442  1.3168  -0.5100
H  -3.3058  -0.2506  0.3652
H  0.1187  0.8785  0.3582
H  0.6622  -1.0803  -1.8543
H  1.2819  1.1768  -1.9945
H  2.8971  0.2534  -1.5122
H  3.5133  1.0558  0.2391
H  1.2500  -1.6631  2.4741
N  -2.0298  1.0448  1.2686
N  -0.2631  0.0430  -0.3015
O  -1.8453  -1.1250  -1.5077
O  2.7412  -1.4391  0.2755
O  0.7186  -1.6470  1.2410
S  2.1142  1.7182  0.1349

***

Entry from OMol25: a 2-piece molecular cluster, C12H16FNO4 overall at a distorted geometry (ωB97M-V with the def2-TZVPD basis set).

Results
Relative energy (zero: lowest compared OMol25 entry of this formula, charge and spin) ... 365.2 kJ/mol

Atoms and positions in Å:
C  -2.5489  0.4467  2.4977
C  -1.9099  0.3527  1.1461
C  -2.1657  -0.7308  0.3057
C  -1.5357  -0.8253  -0.9295
C  -0.6392  0.1554  -1.3559
C  0.0855  -0.0099  -2.6624
C  1.1319  -1.1336  -2.6265
N  2.4809  -0.6693  -2.2665
C  2.5740  -0.2773  -0.8748
C  3.9038  -0.5668  -0.2936
O  4.7845  -1.1791  -0.7504
F  4.0197  -0.0588  0.9522
C  1.1293  -1.8730  -3.9855
O  2.1362  -1.7466  -4.7071
O  0.0798  -2.5279  -4.1820
C  -0.4121  1.2547  -0.5244
C  -1.0422  1.3487  0.7119
H  -2.8191  -0.5364  2.8801
H  -3.4624  1.0448  2.4803
H  -1.8611  0.8925  3.2190
H  -2.8335  -1.5174  0.6281
H  -1.7113  -1.6748  -1.5755
H  0.5148  0.9312  -2.9912
H  -0.6558  -0.3380  -3.3873
H  0.8090  -1.8758  -1.8825
H  3.1068  -1.4438  -2.4539
H  2.3290  0.7774  -0.7755
H  1.8540  -0.8370  -0.2543
H  0.2738  2.0148  -0.8652
H  -0.8514  2.2076  1.3468
O  -1.6595  2.0499  5.5919
H  -2.6293  2.1238  5.7143
H  -1.2759  1.3203  6.1226
H  -1.2001  2.9012  5.7473

***

Entry from OMol25: C31H64F10N2O8SSi2 as an isolated structure at a distorted geometry (ωB97M-V with the def2-TZVPD basis set).

Atoms and positions in Å:
C  -6.6641  0.0060  3.6518
C  -6.1664  0.3388  2.1379
C  -4.5444  0.1868  2.0425
F  -4.1664  -0.5275  3.2653
Si  -4.0551  -0.8559  0.5161
C  -4.6783  0.0662  -1.0639
C  -6.2825  -0.0169  -1.2316
O  -7.0188  0.9541  -0.9020
C  -4.9221  -2.5811  0.7541
C  -3.7861  -3.6336  1.1693
C  -4.3730  -4.9185  1.9723
F  -5.7791  -4.9184  1.6273
F  -3.9019  -6.1542  1.4505
C  -4.3367  -4.7878  3.5487
F  -4.9683  -3.5484  3.8761
F  -5.1693  -5.7840  4.1024
S  -2.7016  -4.8197  4.4093
F  -2.8212  -6.4966  4.5775
F  -1.8028  -5.0657  3.0443
F  -2.5050  -3.1614  4.3774
F  -3.5211  -4.6043  5.8736
F  -1.2972  -4.9086  5.2943
O  -2.3691  -1.1965  0.3587
Si  -1.3445  -0.0731  1.1891
C  0.3265  -1.0118  1.4911
C  1.1068  -1.3437  0.1273
C  1.7490  -0.0687  -0.6063
C  2.2504  1.0158  0.4571
C  3.2011  2.0818  -0.2869
C  2.4587  3.5038  -0.2314
C  1.0814  3.5610  -1.0518
C  1.1884  3.0696  -2.5634
O  -0.1363  3.2980  -3.1753
C  -0.6054  2.0731  -3.7392
C  -1.9050  1.3386  -3.1563
O  -0.0434  1.5229  -4.7147
H  -6.5649  -1.1251  3.8170
H  -7.7810  0.2383  3.7834
H  -6.0791  0.5958  4.4351
H  -6.5199  1.3956  1.9170
H  -6.7090  -0.4269  1.4802
H  -4.1228  1.2480  2.0387
H  -4.2316  -0.3737  -2.0161
H  -4.4482  1.1931  -1.0375
H  -6.8216  -0.9566  -1.6030
H  -5.7294  -2.4270  1.5481
H  -5.4302  -2.8526  -0.2311
H  -3.1118  -3.1021  1.9317
H  -3.2044  -3.9621  0.2342
H  -1.8109  0.3319  2.5124
H  -1.0012  1.0827  0.3227
H  0.9641  -0.5268  2.2988
H  -0.0020  -2.0344  1.9227
H  1.9854  -2.0313  0.4186
H  0.4650  -1.9762  -0.5929
H  2.6590  -0.4582  -1.1950
H  0.9420  0.3327  -1.3236
H  1.3495  1.5535  0.9359
H  2.7869  0.5067  1.3386
H  3.3967  1.6991  -1.3383
H  4.1535  2.1729  0.3527
H  3.1750  4.2712  -0.6864
H  2.2139  3.8505  0.8362
H  0.7850  4.6760  -1.0942
H  0.2185  3.0513  -0.4890
H  2.0296  3.5924  -3.1479
H  1.3945  1.9464  -2.6768
H  -1.6936  0.8635  -2.1361
H  -2.2258  0.4799  -3.8496
H  -2.8130  2.0390  -3.0977
C  2.4041  1.4414  -10.0712
O  1.9287  0.1702  -9.6575
C  2.7306  -0.9150  -10.1261
C  3.4840  -1.5695  -8.9670
N  4.5379  -0.6938  -8.4573
C  5.1232  -1.1492  -7.1931
C  4.1992  -1.2112  -5.9667
O  3.7572  0.0604  -5.5083
C  2.6120  0.5692  -6.1797
H  1.6473  2.1845  -9.8136
H  3.3279  1.7027  -9.5475
H  2.5673  1.4701  -11.1521
H  3.4127  -0.6089  -10.9250
H  2.0404  -1.6520  -10.5482
H  3.9304  -2.5068  -9.3134
H  2.7515  -1.8031  -8.1878
H  4.1570  0.2330  -8.3112
H  5.9381  -0.4563  -6.9606
H  5.5812  -2.1321  -7.3478
H  4.7889  -1.6313  -5.1447
H  3.3538  -1.8942  -6.1057
H  1.9330  -0.2222  -6.5066
H  2.9166  1.1887  -7.0268
H  2.0741  1.2165  -5.4864
C  0.9653  1.0721  8.5798
O  1.4137  2.3222  8.0788
C  2.8135  2.5386  8.2656
C  3.5488  2.5005  6.9251
N  3.5847  1.1450  6.3784
C  4.0441  1.0818  4.9884
C  3.1846  1.7854  3.9265
O  1.9105  1.1849  3.7195
C  0.9029  1.6086  4.6261
H  -0.1257  1.0674  8.5467
H  1.3270  0.2490  7.9572
H  1.2832  0.9240  9.6154
H  3.2480  1.8340  8.9809
H  2.9195  3.5424  8.6881
H  4.5728  2.8591  7.0674
H  3.0333  3.1880  6.2467
H  2.6549  0.7459  6.4205
H  4.0942  0.0203  4.7257
H  5.0677  1.4673  4.9347
H  3.7142  1.6880  2.9725
H  3.0869  2.8621  4.1037
H  1.0373  2.6450  4.9455
H  0.8682  0.9421  5.4904
H  -0.0622  1.5277  4.1198

***

Entry from OMol25: one molecule with the formula C5H10O2 (ωB97M-V with the def2-TZVPD basis set).

Results
Relative energy (zero: lowest compared OMol25 entry of this formula, charge and spin) ... 122.4 kJ/mol
Structure (SMILES) ... C[C@@H](O)CCC=O

Atoms and positions in Å:
C  1.8629  0.3010  -0.9114
C  0.3731  0.6061  -0.8192
O  -0.3742  -0.3926  -1.4971
C  -0.0619  0.8071  0.6593
C  -1.3684  0.1138  1.0190
C  -1.2551  -1.3875  1.0550
O  -0.2321  -2.0115  0.8737
H  2.4651  1.0944  -0.4566
H  2.0766  -0.6315  -0.3723
H  2.1642  0.1774  -1.9558
H  0.1476  1.5235  -1.3758
H  -0.0487  -1.2446  -1.1750
H  0.7167  0.4284  1.3318
H  -0.1590  1.8802  0.8621
H  -2.1779  0.3688  0.3237
H  -1.7165  0.4255  2.0155
H  -2.1985  -1.9269  1.2775

***

Entry from OMol25: a 6-piece molecular cluster, C5H19NO5 overall at a distorted geometry (ωB97M-V with the def2-TZVPD basis set).

Results
Relative energy (zero: lowest compared OMol25 entry of this formula, charge and spin) ... 204.6 kJ/mol
Structure (SMILES) ... C=C/C=C/CN.O.O.O.O.O

Atoms and positions in Å:
C  -1.3867  2.5987  0.1992
C  -2.1894  1.7520  0.8526
C  -1.6782  0.8728  1.9251
C  -0.8016  -0.0951  1.6842
C  -0.3454  -1.2249  2.5613
N  0.1490  -2.3971  1.7920
H  -1.8316  3.1986  -0.5783
H  -0.3671  2.6741  0.5091
H  -3.2268  1.5435  0.6068
H  -1.8438  1.2338  2.9467
H  -0.5096  -0.3774  0.6672
H  0.5664  -0.9320  3.1140
H  -1.0085  -1.6457  3.3091
H  -0.6329  -2.9017  1.4026
H  0.7800  -2.1529  1.0381
O  1.9622  -1.9369  -2.2046
H  2.2456  -1.9510  -1.2658
H  1.7712  -0.9829  -2.2598
O  2.7996  -0.3900  -0.0660
H  2.6123  -0.3232  0.8717
H  2.3550  0.3264  -0.5361
O  -0.8317  1.0910  -2.3705
H  -1.0532  0.4235  -3.0176
H  -0.6940  0.7015  -1.5032
O  -0.6940  -1.8514  -2.1991
H  -0.9069  -2.3673  -2.9622
H  0.2432  -2.1344  -2.0265
O  1.4914  2.2225  -0.5376
H  0.7966  2.2336  -1.2260
H  2.2288  2.7921  -0.7264

***

Entry from OMol25: a 2-piece molecular cluster, C3H12N3S overall at a distorted geometry (ωB97M-V with the def2-TZVPD basis set).

Results
Relative energy (zero: lowest compared OMol25 entry of this formula, charge and spin) ... 390.7 kJ/mol
Charge ... +1

Atoms and positions in Å:
C  0.3816  -0.3896  -2.0624
C  2.1907  -0.4261  -0.2439
C  0.7732  -0.2798  -0.6701
N  -3.0411  0.3900  0.3120
N  -0.1213  -0.0127  0.2580
N  -0.0439  0.1543  1.6747
S  1.0785  1.4073  2.0868
H  0.7541  0.6808  -2.4858
H  -0.7917  -0.4651  -2.2459
H  0.9125  -1.2289  -2.4380
H  2.4711  -1.2711  0.2920
H  2.8916  -0.4568  -0.9886
H  2.6085  0.3854  0.5364
H  -2.9293  0.0377  1.2599
H  -3.9784  0.7802  0.3780
H  -1.1273  0.1674  0.0639
H  2.1265  0.5574  2.7012
H  -0.9949  0.3647  1.8970
H  -3.1605  -0.3950  -0.3253

***

Entry from OMol25: one molecule with the formula CH2ClPS at a distorted geometry (ωB97M-V with the def2-TZVPD basis set).

Results
Relative energy (zero: lowest compared OMol25 entry of this formula, charge and spin) ... 176.2 kJ/mol
Structure (SMILES) ... C=P(=S)Cl

Atoms and positions in Å:
C  0.0353  -0.8280  0.3187
P  -0.8871  0.4911  -0.4778
S  0.7871  0.8292  -1.7056
Cl  -0.7421  1.9123  0.9381
H  0.7507  -0.6209  1.0979
H  0.0561  -1.7836  -0.1713

***

Entry from OMol25: one molecule with the formula C4H9NO (ωB97M-V with the def2-TZVPD basis set).

Results
Relative energy (zero: lowest compared OMol25 entry of this formula, charge and spin) ... 218.8 kJ/mol
Structure (SMILES) ... C=NCOCC

Atoms and positions in Å:
C  2.6170  -0.2033  -0.5711
N  1.7082  0.6674  -0.7269
C  0.9329  0.8917  0.4974
O  -0.4581  0.8563  0.4050
C  -1.0224  -0.2369  -0.3023
C  -2.4595  -0.4189  0.1836
H  2.6397  -0.8470  0.3302
H  3.4605  -0.2625  -1.2616
H  1.1835  1.9226  0.7672
H  1.3039  0.2168  1.2853
H  -0.4404  -1.1585  -0.1255
H  -1.0107  -0.0191  -1.3838
H  -2.4751  -0.6450  1.2582
H  -3.0520  0.4882  0.0016
H  -2.9275  -1.2518  -0.3573

***

Number 1: total energy -25295.2203 eV. Number 2: total energy -25096.0262 eV. Number 3: total energy -106303.6158 eV. Number 4: total energy -9441.7749 eV. Number 5: total energy -17219.1408 eV. Number 6: total energy -18602.1896 eV. Number 7: total energy -33714.2971 eV. Number 8: total energy -7830.0521 eV.